1.
The following is a quantum chemistry calculation of one molecule with the formula C6H6Cl2F2, from OMol25.

```
16
Properties=species:S:1:pos:R:3:forces:R:3
C 3.04492 0.44194 0.45017 0.64 -0.65 -0.81
C 1.86453 -0.09015 -0.10873 2.50 0.87 -0.98
C -0.46421 -0.63368 -0.65449 0.50 -1.00 0.47
C 0.65873 -0.46582 0.37328 -3.11 0.52 1.83
C -1.96539 0.92125 0.49377 -1.39 4.56 0.46
C -1.83821 -0.36781 -0.02878 -0.48 -1.97 -1.80
F -1.48456 1.92679 -0.27122 -0.23 -0.99 0.75
F -3.07959 1.39905 1.13198 1.74 -1.35 -0.88
Cl -3.18195 -0.52057 -1.51449 0.96 0.09 0.96
Cl -2.30585 -1.53478 1.18756 0.00 -0.26 0.00
H 3.92679 0.51250 -0.22960 -0.95 0.09 0.48
H 3.31876 0.70468 1.46524 -0.73 -0.18 0.16
H 2.01051 -0.15220 -1.23531 -0.61 -0.11 1.35
H -0.26227 0.00065 -1.51861 -0.41 0.07 0.13
H -0.42776 -1.67943 -1.00236 -0.43 0.29 -0.03
H 0.18557 -0.46241 1.46160 2.00 0.02 -2.08
```
Positions in Å, forces in eV/Å.

Gap between HOMO and LUMO (spin up / spin down)   0.2465 / 0.3212 hartree
E_HOMO (spin up / spin down)   -8.2 / -9.5 eV
ΔE to the lowest compared entry with this formula, charge and spin   190.06 kJ/mol
Charge   0
LUMO energy (spin up / spin down)   -1.52 / -0.72 eV

How positive or negative is each atom? The natural (NBO) charges in e answer that: C -0.305; C -0.295; C -0.488; C -0.150; C 0.711; C -0.080; F -0.307; F -0.301; Cl -0.152; Cl 0.062; H 0.186; H 0.193; H 0.205; H 0.252; H 0.249; H 0.219

2.
The following is a quantum chemistry calculation of C17H27BNO4P2Sn as an isolated structure, from OMol25.

```
53
Properties=species:S:1:pos:R:3:forces:R:3
Sn 0.58290 -0.03576 0.65839 -0.91 0.60 0.15
P -0.21588 -2.42576 0.00442 0.47 -0.56 -0.05
C 1.11833 -2.74704 -1.07873 0.55 -1.25 -0.41
C 1.49394 -1.70214 -1.94601 1.56 1.23 -0.82
N 1.44120 -0.38147 -1.50123 -1.64 -0.24 -0.19
C 1.54484 0.63719 -2.37610 -0.01 0.03 0.05
C 1.81881 0.40938 -3.72969 -0.08 -0.37 0.55
C 2.06026 -0.88896 -4.16256 0.08 -0.07 -0.32
C 1.98020 -1.94234 -3.26247 -0.40 -0.33 0.73
C 1.31904 2.06689 -1.89199 -0.10 0.10 0.26
P 1.49985 2.24843 -0.06992 0.41 0.36 -0.82
H 2.18979 -2.97819 -3.53869 -0.16 0.37 -0.15
H 1.83884 1.25243 -4.39510 0.08 0.13 -0.28
H 2.27725 -1.08595 -5.21586 0.08 0.07 0.38
H 2.04621 2.77373 -2.34030 -0.33 -0.42 0.05
H 0.30716 2.44029 -2.15904 0.44 -0.39 -0.04
H 3.03899 -2.67953 0.11170 -0.42 -0.09 -0.65
H 1.52839 -3.76580 -1.27057 -0.48 0.77 0.14
H 3.77930 -1.29422 1.52334 0.32 -1.16 -0.79
O 3.80311 -2.75521 0.67688 0.08 -0.67 1.02
H 3.73055 -3.66533 1.06085 0.42 0.98 -0.30
H 2.45214 -0.23775 1.74552 1.90 -0.59 0.41
O 3.54745 -0.46969 2.00995 -1.87 0.97 0.28
H 3.56890 -0.74070 2.94477 0.12 0.28 0.40
C 3.25936 2.47969 0.15661 0.38 0.16 0.33
H 3.55033 3.40146 -0.35885 0.01 -0.07 0.06
H 3.49117 2.59723 1.21947 0.06 -0.02 -0.12
H 3.84189 1.65160 -0.25700 -0.13 0.04 0.06
C 0.64313 3.74518 0.41679 -0.21 0.15 0.31
H 0.65593 3.82948 1.51214 0.01 0.08 -0.26
H 1.16712 4.60505 -0.02685 -0.15 -0.18 0.12
H -0.40125 3.72836 0.08349 0.22 -0.02 0.05
C -1.60514 -2.26569 -1.12208 -0.11 0.31 -0.38
H -2.02198 -3.26968 -1.20680 -0.28 0.05 0.01
H -2.32471 -1.51845 -0.79817 -0.21 -0.17 0.09
H -1.20748 -1.98523 -2.10149 -0.14 0.05 0.11
C -0.48561 -3.80706 1.11326 0.11 -0.19 0.39
H -1.22936 -3.55316 1.88124 0.12 -0.09 -0.27
H -0.84898 -4.64188 0.49652 0.02 0.14 0.23
H 0.44409 -4.10485 1.61624 -0.23 0.11 -0.13
O -2.74680 0.39366 0.31586 2.57 0.11 0.15
B -1.52985 0.74319 0.98090 -2.62 1.02 0.89
O -1.85651 1.57169 2.11781 1.78 -1.18 -1.89
C -3.21748 1.65162 2.14408 -1.13 -0.80 -0.63
C -4.01649 2.10640 3.16478 -0.31 0.36 0.75
C -5.39211 1.83116 3.07711 0.20 0.29 -0.06
C -5.93036 1.16316 1.96488 0.10 -0.10 -0.43
C -5.10556 0.71907 0.91302 -0.51 0.02 -0.03
C -3.75789 0.96128 1.04246 -0.26 0.32 1.36
H -3.57588 2.62730 4.02876 -0.35 -0.34 -0.46
H -6.05690 2.15720 3.88830 0.37 -0.17 -0.45
H -7.00919 0.96692 1.90509 0.58 0.14 0.09
H -5.48509 0.18278 0.03485 0.02 0.22 0.51
```
Positions in Å, forces in eV/Å.

Gap between HOMO and LUMO (spin up / spin down)   0.1158 / 0.1611 hartree
E_HOMO (spin up / spin down)   -15.7 / -16.0 eV
ΔE to the lowest compared entry with this formula, charge and spin   0.00 kJ/mol
Charge   +3
LUMO energy (spin up / spin down)   -12.56 / -11.57 eV

How positive or negative is each atom? The Mulliken charges in e answer that: Sn 0.712; P 0.641; C -1.616; C 1.237; N 0.094; C 0.539; C -0.802; C -0.542; C -1.062; C -1.129; P 0.642; H 0.506; H 0.591; H 0.467; H 0.647; H 0.454; H 0.344; H 0.651; H 0.501; O -0.766; H 0.373; H 0.136; O -0.334; H 0.452; C -1.310; H 0.479; H 0.398; H 0.365; C -1.130; H 0.410; H 0.449; H 0.390; C -0.891; H 0.441; H 0.252; H 0.355; C -1.210; H 0.412; H 0.467; H 0.389; O -0.419; B 0.580; O -0.449; C 0.736; C -0.958; C -0.498; C -0.491; C -1.013; C 0.777; H 0.470; H 0.403; H 0.401; H 0.459

3.
The following is a quantum chemistry calculation of C40H50N3O3TeZr as an isolated structure, from OMol25.

```
98
Properties=species:S:1:pos:R:3:forces:R:3
Zr -0.14301 -0.69446 -1.82588 -1.46 0.88 -0.70
N -1.97717 0.94730 -2.42934 0.12 -0.09 -0.41
C -1.71020 2.16924 -3.20419 0.04 0.09 -0.08
C -0.73457 1.81384 -4.34015 0.08 -0.10 0.20
C 0.17791 0.79189 -3.70748 0.22 0.62 -1.34
O 0.83323 1.10580 -2.67615 0.29 0.26 -0.32
O 0.10301 -0.41915 -4.03753 -0.16 0.07 -0.63
H -2.46194 0.26008 -2.99932 -0.22 -0.05 0.07
H -2.53613 1.11634 -1.60339 0.01 -0.08 0.14
H -1.24399 2.89448 -2.53652 0.03 -0.04 0.01
H -2.61771 2.61740 -3.61587 -0.01 0.00 0.05
H -0.18375 2.69075 -4.67570 -0.02 0.02 0.01
H -1.24950 1.35230 -5.18066 0.02 0.03 -0.03
C -4.42026 -1.52838 -1.21249 0.14 -0.19 0.06
C -4.14312 -3.02445 -1.41391 0.09 0.12 -0.13
C -4.49500 -3.44028 -2.85093 0.03 -0.05 0.16
C -2.74554 -3.52503 -1.08664 -0.15 -0.02 -0.13
C -2.62304 -4.49358 -0.11433 -0.09 0.06 0.05
C -1.43875 -5.20310 0.07047 -0.01 0.03 -0.03
C -0.38346 -5.00994 -0.81597 0.15 -0.03 0.00
C -0.41458 -4.01994 -1.77149 0.02 -0.19 -0.11
C 0.68979 -4.00424 -2.82201 -0.05 0.24 -0.08
C 0.12999 -3.89480 -4.24768 0.04 -0.12 0.15
C 1.79150 -2.95758 -2.58483 -0.28 -0.41 0.22
C -1.55661 -3.11678 -1.82921 -0.47 -0.49 -0.40
N -1.53512 -1.99091 -2.52120 0.10 -0.92 0.24
H -5.47951 -1.37189 -0.99519 0.03 0.00 -0.05
H -4.17518 -0.99437 -2.12577 0.06 0.18 -0.07
H -3.82213 -1.12189 -0.40052 0.03 0.09 0.06
H -4.81322 -3.56651 -0.74121 0.06 -0.04 0.03
H -3.79582 -2.97615 -3.54624 -0.02 0.03 -0.05
H -5.50783 -3.11784 -3.09978 0.00 -0.01 -0.02
H -4.43398 -4.52376 -2.97154 -0.02 0.02 -0.02
H -3.48898 -4.73712 0.49114 0.02 0.00 0.01
H -1.36812 -5.95359 0.84690 -0.01 -0.01 -0.01
H 0.48033 -5.66498 -0.76798 0.00 0.02 0.02
H 1.17888 -4.97858 -2.74221 0.00 -0.01 0.09
H -0.34148 -2.92782 -4.39743 -0.01 0.06 -0.08
H -0.61526 -4.67304 -4.42239 0.00 0.01 -0.03
H 0.93108 -4.01535 -4.97954 0.01 0.00 0.02
H 1.42964 -1.95342 -2.84337 0.46 -0.16 -0.32
H 2.64106 -3.17340 -3.23241 -0.02 0.21 -0.14
H 2.12386 -2.97181 -1.54930 0.04 0.07 -0.01
C 1.00828 7.99603 1.79161 0.00 -0.10 0.01
C 0.80932 6.54813 1.43252 -0.07 0.00 0.03
C 1.75116 5.84653 0.69341 -0.02 0.00 0.03
C 1.56781 4.50847 0.36492 0.10 -0.16 -0.12
C 2.61747 3.81211 -0.46116 -0.11 0.09 0.07
C 0.41752 3.83187 0.79715 0.12 -0.17 -0.36
Te 0.07226 1.72777 0.30415 0.42 1.55 1.52
N -1.33775 -0.55473 -0.11994 -0.37 -0.31 0.72
C -0.48669 -1.32844 0.43748 -0.94 0.38 0.63
O 0.60378 -1.68221 -0.28030 1.17 -1.21 0.90
C -0.57875 -1.82741 1.82820 0.17 -0.21 0.09
C 0.23018 -2.87016 2.26886 0.02 0.09 -0.06
C 0.13586 -3.31293 3.57837 0.02 -0.05 0.02
C -0.75650 -2.70870 4.45412 0.03 -0.02 0.00
C -1.56331 -1.66670 4.01489 -0.03 0.00 0.04
C -1.47909 -1.22937 2.70353 -0.03 0.00 -0.06
C 1.78599 1.00051 1.37537 -0.09 -0.12 0.04
C 1.82304 1.10816 2.77271 -0.17 0.06 -0.09
C 0.72129 1.76669 3.55579 0.04 -0.03 -0.06
C 2.92435 0.61052 3.46396 0.08 -0.02 0.03
C 3.97847 -0.01118 2.81617 -0.01 0.02 -0.05
C 5.17035 -0.54342 3.56381 -0.07 0.01 -0.03
C 3.91708 -0.12392 1.43263 -0.02 0.02 0.07
C 2.84993 0.37911 0.70045 0.01 0.00 -0.17
C 2.90608 0.25058 -0.80015 -0.02 0.07 0.30
C -0.55069 4.53300 1.52832 -0.13 -0.16 0.08
C -1.83212 3.92005 2.04761 0.10 0.04 -0.07
C -0.33351 5.87376 1.83486 0.08 0.03 -0.03
H 1.84588 8.42437 1.24271 -0.01 0.03 0.01
H 1.21102 8.09969 2.85953 0.02 0.04 -0.01
H 0.11134 8.57532 1.56974 0.02 0.04 0.00
H 2.64911 6.35432 0.35681 -0.01 -0.01 -0.02
H 3.32108 4.52891 -0.88432 0.01 -0.01 0.02
H 2.14431 3.26037 -1.27567 0.06 -0.03 -0.02
H 3.17357 3.10014 0.15246 0.02 -0.03 -0.05
H 0.92381 -3.32221 1.57139 0.01 0.01 0.02
H 0.75918 -4.13113 3.91760 0.00 0.02 0.01
H -0.82006 -3.05046 5.47971 -0.02 0.00 0.00
H -2.26175 -1.19868 4.69755 0.01 0.01 0.00
H -2.10065 -0.42331 2.33300 0.01 0.00 -0.01
H -0.25124 1.41729 3.20782 -0.03 0.02 0.06
H 0.75215 2.84950 3.41513 -0.04 0.02 0.02
H 0.81761 1.54946 4.61903 0.01 0.00 0.00
H 2.95121 0.71074 4.54388 -0.02 -0.01 0.00
H 5.08185 -0.36427 4.63440 0.00 -0.01 0.00
H 6.08426 -0.06344 3.21005 0.03 -0.02 0.03
H 5.27680 -1.61722 3.40039 0.03 0.00 0.03
H 4.72952 -0.61567 0.90737 0.00 0.02 -0.03
H 3.81960 -0.25690 -1.10791 -0.03 -0.05 -0.02
H 2.86212 1.22426 -1.28103 -0.04 -0.06 -0.07
H 2.05594 -0.34341 -1.14567 0.72 0.14 0.07
H -2.05410 2.96849 1.57332 -0.06 0.00 0.06
H -2.66803 4.59991 1.87900 0.00 0.00 0.02
H -1.75334 3.75171 3.12442 -0.03 -0.04 -0.01
H -1.08830 6.40286 2.40916 -0.01 0.01 -0.02
```
Positions in Å, forces in eV/Å.

Gap between HOMO and LUMO (spin up / spin down)   0.2794 / 0.2184 hartree
E_HOMO (spin up / spin down)   -7.2 / -7.2 eV
⟨S²⟩   0.798
ΔE to the lowest compared entry with this formula, charge and spin   146.89 kJ/mol
Charge   0
Multiplicity   2
LUMO energy (spin up / spin down)   0.38 / -1.24 eV

How positive or negative is each atom? The Mulliken charges in e answer that: Zr -2.226; N -0.392; C -0.484; C -0.798; C 0.713; O -0.498; O -0.553; H 0.251; H 0.290; H 0.091; H 0.461; H 0.396; H 0.377; C -1.182; C 0.076; C -1.593; C 1.025; C -0.737; C -1.251; C -0.575; C 0.895; C -0.116; C -1.663; C -1.102; C 0.951; N -0.386; H 0.534; H 0.141; H 0.129; H 0.586; H 0.249; H 0.472; H 0.345; H 0.437; H 0.417; H 0.442; H 0.691; H 0.237; H 0.403; H 0.443; H 0.511; H 0.678; H 0.176; C -1.583; C 0.653; C -0.826; C 0.897; C -1.059; C -0.409; Te 0.936; N -0.353; C 1.829; O -0.154; C 0.066; C -0.200; C -0.951; C -0.541; C -0.691; C -0.656; C 0.234; C 0.825; C -1.511; C -1.054; C 0.531; C -1.629; C -1.236; C 1.467; C -0.748; C 1.039; C -1.904; C -0.704; H 0.353; H 0.304; H 0.373; H 0.329; H 0.408; H -0.097; H 0.201; H 0.496; H 0.468; H 0.403; H 0.420; H 0.441; H 0.112; H 0.226; H 0.452; H 0.343; H 0.376; H 0.340; H 0.335; H 0.407; H 0.566; H -0.047; H 0.327; H 0.037; H 0.556; H 0.297; H 0.446